Formula: C50H45N8P2ReS
Source: the Open Molecules 2025 dataset
Level of theory: wB97M-V/def2-TZVPD

The geometry in XYZ format:
```
107
C50H45N8P2ReS, DFT wB97M-V/def2-TZVPD
Re -0.3077 0.2270 0.0457
N -4.0727 2.5653 1.1474
C -2.8920 1.9307 1.1323
S -2.7402 0.5638 0.0494
N -1.9464 2.3076 1.9175
N -0.7884 1.5785 1.7808
C -0.0430 1.6612 2.8080
C 1.2898 1.1421 2.7300
C 2.1456 1.2974 3.8084
C 3.4878 1.0094 3.6478
C 3.9088 0.6276 2.3890
C 2.9750 0.4623 1.3772
N 1.6557 0.6566 1.5240
H -4.8359 2.2544 0.5727
H -4.2337 3.2988 1.8199
H -0.3792 2.2242 3.6716
H 1.7563 1.6801 4.7425
H 4.1870 1.1275 4.4648
H 4.9547 0.4611 2.1719
H 3.3285 0.1702 0.4102
C 4.5580 -2.7721 -1.0713
C 3.3613 -3.0229 -0.4144
C 2.3370 -2.0921 -0.4655
C 2.5008 -0.9179 -1.1787
C 3.6970 -0.6602 -1.8469
C 4.7214 -1.5879 -1.7854
N 1.4194 0.0335 -1.2285
N 1.5281 0.7997 -2.2202
C 0.6093 1.8231 -2.2803
C 0.6621 2.6906 -3.3612
C -0.1969 3.7724 -3.3770
C -1.0527 3.9476 -2.2987
C -1.0658 3.0199 -1.2698
N -0.2633 1.9474 -1.2570
H 5.3652 -3.4908 -1.0216
H 3.2240 -3.9452 0.1355
H 1.4077 -2.2688 0.0515
H 3.8203 0.2661 -2.3894
H 5.6550 -1.3836 -2.2919
H 1.3748 2.4983 -4.1510
H -0.1886 4.4750 -4.1990
H -1.7104 4.8040 -2.2446
H -1.7266 3.1501 -0.4315
C -1.1525 -3.1442 -1.2438
N -2.0353 -3.5369 -0.1487
C -2.3131 -2.5865 0.9166
P -0.8144 -1.6803 1.6006
C -1.5125 -1.1721 3.2133
C -0.7301 -1.2587 4.3661
C -1.2339 -0.8375 5.5880
C -2.5286 -0.3474 5.6800
C -3.3217 -0.2802 4.5428
C -2.8164 -0.6800 3.3145
C 0.2550 -3.0658 2.1297
C -0.2880 -4.3197 2.4245
C 0.4992 -5.3173 2.9803
C 1.8335 -5.0732 3.2723
C 2.3775 -3.8252 3.0073
C 1.5931 -2.8317 2.4407
C -2.5054 -4.8101 -0.0997
C -3.6728 -5.1117 0.6596
C -4.1403 -6.3983 0.7067
C -3.4655 -7.4188 0.0230
C -2.3168 -7.1343 -0.7281
C -1.8426 -5.8518 -0.8084
P -1.1464 -1.3615 -1.7885
C -2.8356 -0.9848 -2.3127
C -3.0295 0.2493 -2.9410
C -4.2870 0.6174 -3.3787
C -5.3687 -0.2363 -3.1809
C -5.1833 -1.4605 -2.5607
C -3.9163 -1.8389 -2.1309
C -0.3389 -1.6438 -3.4152
C -1.0609 -1.4389 -4.5976
C -0.4894 -1.7205 -5.8297
C 0.7997 -2.2211 -5.9103
C 1.5080 -2.4727 -4.7453
C 0.9421 -2.1921 -3.5123
H -1.3851 -3.7403 -2.1232
H -0.1091 -3.3426 -0.9758
H -2.8115 -3.0852 1.7400
H -2.9638 -1.7905 0.5471
H 0.2722 -1.6648 4.3224
H -0.6182 -0.9107 6.4752
H -2.9241 -0.0312 6.6360
H -4.3403 0.0783 4.6119
H -3.4495 -0.6005 2.4407
H -1.3359 -4.5287 2.2637
H 0.0619 -6.2807 3.2077
H 2.4421 -5.8478 3.7198
H 3.4133 -3.6227 3.2479
H 2.0265 -1.8650 2.2446
H -4.2285 -4.3216 1.1446
H -5.0428 -6.6216 1.2591
H -3.8390 -8.4334 0.0687
H -1.7932 -7.9313 -1.2380
H -0.9380 -5.6486 -1.3627
H -2.1884 0.9188 -3.0918
H -4.4310 1.5665 -3.8780
H -6.3536 0.0523 -3.5233
H -6.0219 -2.1299 -2.4225
H -3.7891 -2.8109 -1.6728
H -2.0719 -1.0660 -4.5765
H -1.0659 -1.5565 -6.7303
H 1.2424 -2.4330 -6.8745
H 2.5026 -2.8967 -4.7925
H 1.4981 -2.4464 -2.6315
```

Computed properties:
2S+1: 2
Expectation value of S²: 0.7813
Molar mass in g/mol: 1038.188
Total energy in eV: -96021.6128
Energy above the lowest of the compared OMol25 structures with the same formula, charge and spin in kcal per mole: 7.61
Frontier orbital gap (spin up / spin down) in eV: 6.42 / 4.95
F_max in Eh/bohr: 0.0271
Total charge: +3

Results of the Mulliken charge analysis, in e, for atoms 1 through 6: 2.765, -0.329, 0.173, -0.360, -1.639, 0.768